103
Properties=species:S:1:pos:R:3:forces:R:3:lowdin_charge:R:1 method="wB97M-V/def2-TZVPD" charge=+3 largest_force_ev_per_a=2.43 orbital_gap_ev=10.61 total_energy_ev=-42887.088 homo_ev=-16.989 relative_energy_kcal_mol=0.00
F 0.530897 -0.631580 0.250725 0.0 0.1 0.1 -0.5091
C -1.423776 3.403816 -2.344378 -0.1 0.9 -0.1 -0.0897
C -2.219218 3.154958 -1.061030 0.3 0.1 -0.5 -0.2425
C -2.753404 1.733593 -1.045874 0.0 -0.3 0.5 -0.1901
C -3.558121 1.518274 0.231148 0.4 -0.1 -0.7 -0.1227
N -3.945430 0.085115 0.399132 -1.5 -0.3 1.1 -0.2644
C -4.851073 -0.072383 1.628373 -0.2 -0.1 -0.3 -0.0840
C -5.633483 -1.375942 1.404305 0.6 -0.3 0.3 -0.1261
C -5.459740 -1.726555 -0.077447 -0.8 0.9 -1.0 -0.1334
C -4.833203 -0.477322 -0.711422 1.6 -0.8 0.5 -0.0747
C -2.754891 -0.799565 0.682339 0.1 1.5 0.5 0.0140
H -1.182804 4.464210 -2.456192 0.0 0.0 0.1 0.0801
H -2.058640 3.175710 -3.202444 0.1 -0.1 0.0 0.0849
H -0.473792 2.879961 -2.456268 -0.1 -0.3 0.3 0.0428
H -2.981055 3.934408 -0.987015 -0.3 -0.3 -0.1 0.1265
H -1.637778 3.272924 -0.142304 0.3 0.1 -0.2 0.0861
H -1.877719 1.073852 -1.084648 0.0 0.0 0.3 0.1024
H -3.338051 1.426390 -1.914662 -0.2 0.6 -0.1 0.1201
H -4.448982 2.146666 0.222751 -0.2 -0.3 -0.1 0.1479
H -2.980425 1.833081 1.101088 0.0 -0.3 0.1 0.1374
H -4.213838 -0.041462 2.507709 -0.1 0.0 0.1 0.1377
H -5.568383 0.745257 1.661877 0.3 0.3 -0.1 0.1392
H -5.234298 -2.182539 2.017746 -0.2 0.0 0.1 0.1170
H -6.671576 -1.220786 1.682438 0.0 -0.1 0.0 0.1274
H -4.911888 -2.638564 -0.296774 0.2 0.1 0.3 0.1181
H -6.414753 -1.818564 -0.597434 -0.1 -0.4 0.3 0.1276
H -4.105826 -0.720138 -1.482419 -0.5 0.1 -0.5 0.1256
H -5.581212 0.244260 -1.023715 0.2 0.3 0.1 0.1491
H -3.059944 -1.660307 1.266108 -0.1 -0.3 -0.5 0.1017
H -2.171571 -0.178684 1.364668 0.4 -0.2 -0.1 0.1071
H -2.143632 -0.964707 -0.197622 -0.1 -0.3 -0.1 0.0903
C 2.511103 0.657924 4.139135 -0.4 0.0 -1.2 -0.1039
C 2.889442 -0.791043 4.417949 -0.4 0.5 1.3 -0.2366
C 2.501337 -1.816704 3.374368 0.4 -0.9 -0.8 -0.1786
C 1.026049 -2.198552 3.184108 0.2 0.8 -0.4 -0.0944
N 0.866089 -3.358016 2.235195 -0.2 -1.4 -0.2 -0.2541
C -0.478829 -3.333238 1.554680 0.2 -1.0 -1.4 -0.1063
C -0.329668 -4.366719 0.413872 0.1 -0.9 -0.1 -0.1294
C 1.146884 -4.353355 -0.007419 0.7 1.5 0.6 -0.1172
C 1.786256 -3.425983 1.041917 1.0 1.4 -0.2 -0.1250
C 1.019659 -4.641579 2.992368 0.2 0.4 1.3 0.0365
H 2.966121 1.427413 4.757885 -0.1 -0.4 0.6 0.0775
H 1.421248 0.748759 4.156498 0.0 0.3 0.1 0.0733
H 2.805628 0.945453 3.122267 0.0 -0.2 0.1 0.0466
H 2.405964 -1.108340 5.350353 0.0 0.1 0.0 0.1175
H 3.948747 -0.831728 4.674505 0.1 -0.3 -0.5 0.1185
H 3.082762 -2.713846 3.612935 -0.2 -0.1 0.1 0.1163
H 2.827229 -1.558958 2.361792 0.3 0.5 0.2 0.1086
H 0.508995 -1.377904 2.683427 0.0 0.1 0.1 0.1148
H 0.475460 -2.470437 4.083301 0.2 0.0 0.1 0.1425
H -1.287362 -3.671570 2.195248 0.1 0.5 0.5 0.1391
H -0.587778 -2.360133 1.078422 0.0 0.3 0.5 0.0790
H -0.567655 -5.369859 0.769703 -0.1 0.0 0.1 0.1151
H -1.004118 -4.206097 -0.425948 -0.1 0.3 0.1 0.1139
H 1.690179 -5.288638 -0.102596 -0.5 -0.3 0.2 0.1251
H 1.349830 -3.782607 -0.910499 -0.4 -0.4 -0.4 0.0727
H 2.834227 -3.598580 1.287758 -0.3 -0.7 0.5 0.1429
H 1.839086 -2.393140 0.679257 -0.6 -0.1 -0.2 0.0975
H 1.100279 -5.526311 2.372213 -0.1 0.2 -0.2 0.1152
H 0.211025 -4.710056 3.720795 -0.3 -0.2 -0.3 0.1180
H 1.904096 -4.549638 3.622938 0.2 -0.1 -0.3 0.1118
C 2.522233 -0.828498 -4.358385 0.2 -0.3 0.4 0.0326
N 1.202003 -0.891969 -3.619389 1.4 1.6 -1.2 -0.3494
C 1.113252 -2.126760 -2.826628 -0.6 -0.1 0.6 -0.0140
C 1.170631 0.290365 -2.679936 -0.6 -0.3 -0.4 -0.0058
C 0.091173 -0.682151 -4.613544 -1.5 -1.0 0.3 -0.0981
C -0.124242 -1.780571 -5.651545 0.1 -1.3 1.0 -0.2316
O 0.915587 -1.832469 -6.589299 -0.1 0.5 -0.2 -0.0296
H 2.591790 -1.747982 -4.927214 0.4 0.2 -0.1 0.1039
H 3.314298 -0.713747 -3.620334 0.0 -0.4 0.1 0.1107
H 2.597340 0.043753 -5.002816 -0.5 -0.1 -0.1 0.1235
H 1.185687 -3.060160 -3.378474 0.1 0.3 -0.4 0.1161
H 0.150483 -2.073527 -2.317889 0.1 -0.2 0.2 0.1070
H 1.895331 -2.102559 -2.071637 0.0 0.1 0.0 0.1054
H 0.310985 0.145351 -2.028698 0.2 0.1 0.3 0.0737
H 1.028529 1.171797 -3.299665 0.2 0.1 0.0 0.0980
H 2.101396 0.347652 -2.127302 -0.1 -0.1 0.2 0.1101
H 0.130103 0.306136 -5.062983 0.6 0.0 0.0 0.1454
H -0.808928 -0.694072 -3.989559 -0.1 0.1 -0.1 0.1348
H -1.148701 -1.737852 -6.038851 0.3 0.8 -0.6 0.1372
H -0.202407 -2.759989 -5.151169 0.3 0.2 0.3 0.1225
H 1.184613 -2.741526 -6.746985 -0.2 0.0 -0.2 0.1124
C 2.564870 5.757070 1.790280 1.0 0.0 -1.5 0.0335
N 2.445250 4.532599 0.876019 -0.3 1.0 1.1 -0.3532
C 2.218785 5.021355 -0.505680 0.6 0.3 -0.3 0.0085
C 3.738043 3.788471 0.983322 -0.1 -0.3 -0.2 0.0226
C 1.236015 3.803661 1.422601 0.5 -0.7 0.1 -0.0960
C 0.917479 2.489117 0.740875 0.3 -0.4 0.7 -0.2495
O 1.889136 1.539832 1.106935 0.0 -0.3 -0.5 -0.1218
H 2.649179 5.469786 2.831225 -0.5 -0.1 0.0 0.1176
H 1.769049 6.428156 1.485751 -0.2 0.1 0.7 0.1136
H 3.510277 6.226998 1.515580 -0.1 0.1 0.0 0.1132
H 2.305049 4.216232 -1.230429 -0.5 -0.2 0.2 0.1064
H 3.017414 5.712984 -0.779896 0.0 0.1 0.3 0.1199
H 1.282020 5.570646 -0.534417 -0.1 -0.3 -0.2 0.1145
H 3.889430 3.494269 2.017951 0.0 -0.1 0.0 0.1175
H 4.538207 4.455234 0.670267 -0.1 0.1 0.0 0.1163
H 3.708797 2.911318 0.346054 -0.1 -0.1 0.1 0.1019
H 0.365836 4.459446 1.419774 0.2 0.3 -0.3 0.1410
H 1.497367 3.628741 2.465656 -0.2 -0.3 0.0 0.1385
H 0.845809 2.609919 -0.345102 -0.2 0.0 -0.1 0.1023
H -0.040222 2.159697 1.155786 -0.3 0.2 -0.3 0.1184
H 1.526379 0.633352 0.894564 -0.2 0.2 -0.2 0.0472